No. 1
{
  "formula": "C29H21F3N2S3SbW",
  "method": "wB97M-V/def2-TZVPD",
  "homo_lumo_gap_ev": [5.760, 5.410],
  "energy_ha": -3027.6504,
  "spin_multiplicity": 1,
  "de_lowest_kcal_mol": 32.47,
  "total_charge": 3,
  "species": ["W", "S", "C", "C", "C", "C", "C", "C", "S", "H", "H", "H", "H", "C", "C", "C", "C", "N", "C", "S", "N", "H", "H", "H", "H", "H", "F", "C", "C", "C", "C", "C", "C", "Sb", "C", "C", "C", "C", "F", "C", "C", "C", "C", "C", "C", "F", "C", "C", "H", "H", "H", "H", "H", "H", "H", "H", "H", "H", "H", "H"],
  "coordinates": [[-1.0046, 0.3223, -0.2515], [-2.4529, -0.1734, 1.5200], [-2.5266, -1.9168, 1.4178], [-2.9410, -2.6929, 2.4938], [-3.1529, -4.0497, 2.3058], [-2.9489, -4.6544, 1.0573], [-2.5201, -3.9072, -0.0175], [-2.3100, -2.5310, 0.1563], [-1.7423, -1.5938, -1.1798], [-3.1240, -2.2362, 3.4577], [-3.5007, -4.6508, 3.1359], [-3.1439, -5.7115, 0.9367], [-2.3623, -4.3615, -0.9878], [-4.0715, 5.3300, -2.3974], [-3.5211, 4.1143, -1.7581], [-4.1732, 3.4654, -0.6952], [-3.6026, 2.3541, -0.1282], [-2.4230, 1.8939, -0.6055], [-1.8949, 2.5656, -1.6486], [-0.4344, 1.6445, -2.0853], [-2.3496, 3.6186, -2.2286], [-5.0960, 5.1463, -2.7292], [-3.4581, 5.6388, -3.2378], [-4.1218, 6.1392, -1.6635], [-5.1189, 3.8351, -0.3239], [-4.0623, 1.8188, 0.6907], [5.9086, -1.3535, -4.7859], [4.9880, -1.0833, -3.8842], [5.2416, -1.4049, -2.5573], [4.2741, -1.1231, -1.6121], [3.0802, -0.5230, -2.0222], [2.8340, -0.2080, -3.3586], [3.8031, -0.4913, -4.3014], [1.7078, -0.0538, -0.5520], [2.1268, 1.5114, 0.7508], [3.4008, 1.9324, 1.1253], [3.5501, 2.9425, 2.0616], [2.4184, 3.5168, 2.6203], [2.5580, 4.4727, 3.5158], [1.1313, 3.1261, 2.2676], [1.0135, 2.1254, 1.3229], [0.9963, -1.5546, 0.7275], [0.7221, -1.2339, 2.0748], [0.2279, -2.1990, 2.9334], [0.0239, -3.4732, 2.4315], [-0.4627, -4.3984, 3.2266], [0.3154, -3.8341, 1.1080], [0.7810, -2.8696, 0.2543], [6.1816, -1.8673, -2.2884], [4.4621, -1.3786, -0.5754], [1.9085, 0.2549, -3.6770], [3.6606, -0.2637, -5.3489], [4.2859, 1.4846, 0.6906], [4.5277, 3.2918, 2.3662], [0.2779, 3.6095, 2.7227], [-0.0396, 1.8657, 1.0671], [0.9452, -0.2476, 2.4622], [0.0234, -1.9891, 3.9748], [0.1783, -4.8625, 0.7997], [1.0059, -3.1290, -0.7745]],
  "mulliken_charge": [0.853, -0.275, 0.576, -0.650, -0.704, -0.498, -0.923, 0.589, -0.082, 0.587, 0.483, 0.476, 0.547, -1.177, 0.860, -1.075, 0.230, -0.322, 0.518, -0.250, -0.481, 0.375, 0.345, 0.355, 0.441, 0.515, -0.260, 0.196, -0.735, -0.326, 0.431, -0.419, -0.659, 1.687, 1.069, -0.653, -0.668, 0.172, -0.262, -1.238, -0.650, -0.031, 0.201, -0.586, -0.006, -0.376, -0.402, -0.936, 0.484, 0.467, 0.310, 0.489, 0.497, 0.495, 0.522, 0.679, 0.477, 0.590, 0.573, 0.554]
}

=====

No. 2
{
  "formula": "C6H7N",
  "method": "wB97M-V/def2-TZVPD",
  "homo_lumo_gap_ev": 7.983,
  "energy_ha": -287.3270,
  "spin_multiplicity": 1,
  "de_lowest_kcal_mol": 163.33,
  "species": ["C", "C", "C", "C", "C", "C", "N", "H", "H", "H", "H", "H", "H", "H"],
  "coordinates": [[-0.6633, -1.8603, -0.0357], [-0.7492, 1.4534, -1.2019], [-0.0394, 0.1221, -1.3716], [-1.4847, 0.1441, -1.0635], [-0.1898, -0.5760, 0.0143], [0.6154, -0.1123, 1.1926], [-1.3064, -2.8906, 0.0483], [-0.5797, 2.0424, -0.2754], [-0.8572, 2.0342, -2.2349], [0.3598, -0.4194, -2.1563], [0.1446, 0.4369, 1.9385], [1.4787, 0.2920, 0.8503], [0.8976, -1.0649, 1.7073], [-1.1983, -3.7753, -0.5293]],
  "mulliken_charge": [0.362, -0.175, -0.156, -0.718, 0.468, -1.501, -0.450, 0.207, 0.210, 0.287, 0.348, 0.393, 0.405, 0.321]
}

=====

No. 3
{
  "formula": "C35H38ClF3IrN2O2Se",
  "method": "wB97M-V/def2-TZVPD",
  "homo_lumo_gap_ev": 6.191,
  "energy_ha": -4882.1324,
  "spin_multiplicity": 1,
  "de_lowest_kcal_mol": 37.00,
  "total_charge": -1,
  "species": ["Ir", "Cl", "C", "C", "C", "C", "O", "C", "C", "O", "C", "H", "H", "H", "H", "C", "C", "C", "C", "C", "C", "C", "C", "C", "C", "C", "C", "N", "C", "C", "C", "C", "C", "N", "C", "C", "C", "C", "H", "H", "H", "H", "H", "H", "H", "H", "H", "H", "H", "H", "H", "H", "H", "H", "H", "H", "H", "H", "H", "H", "H", "H", "H", "H", "H", "H", "H", "F", "C", "F", "F", "Se", "C", "C", "C", "C", "C", "C", "H", "H", "H", "H", "H"],
  "coordinates": [[-0.5577, 0.5188, -0.3803], [5.8767, 2.4257, 2.5495], [4.5396, 1.6785, 1.6943], [4.4933, 0.2861, 1.5611], [3.4515, -0.3037, 0.8952], [2.3928, 0.4614, 0.3373], [1.4316, -0.1560, -0.2838], [2.4660, 1.8484, 0.4869], [1.4747, 2.7256, -0.0855], [0.4359, 2.4238, -0.6899], [3.5439, 2.4437, 1.1577], [5.2827, -0.3182, 1.9899], [3.3954, -1.3807, 0.7883], [1.7457, 3.7914, -0.0719], [3.5651, 3.5218, 1.2632], [-0.1892, -4.3320, -2.9085], [0.7444, -3.5169, -2.0010], [1.1081, -2.1742, -2.6480], [0.3320, -3.5516, -0.5149], [0.7529, -4.7211, 0.1206], [0.5956, -4.9263, 1.4726], [0.0419, -3.9164, 2.2380], [-0.4121, -2.7353, 1.6666], [-0.9288, -1.6833, 2.6220], [-0.0714, -0.4328, 2.5629], [-2.4250, -1.3982, 2.5000], [-0.3302, -2.5762, 0.2656], [-0.9910, -1.4649, -0.4077], [-1.7281, -1.7995, -1.4377], [-1.9389, -0.8578, -2.4399], [-2.5414, -0.9360, -3.6885], [-2.1636, 0.2225, -4.3602], [-1.3487, 0.9840, -3.4876], [-1.2071, 0.3153, -2.3293], [-0.6605, 2.2842, -3.8547], [0.8603, 2.0663, -3.7948], [-1.1271, 3.4564, -2.9789], [-1.0082, 2.6599, -5.3024], [0.3147, -4.5469, -3.8538], [-1.0962, -3.7802, -3.1526], [-0.4693, -5.2816, -2.4478], [1.6826, -4.0775, -1.9796], [0.2660, -1.7106, -3.1528], [1.8722, -2.3581, -3.4076], [1.5118, -1.4706, -1.9209], [1.2457, -5.4797, -0.4776], [0.9346, -5.8459, 1.9328], [-0.0426, -4.0366, 3.3115], [-0.7654, -2.1029, 3.6199], [-0.2878, 0.1640, 1.6841], [0.9925, -0.6607, 2.5485], [-0.3058, 0.2439, 3.3975], [-2.6938, -1.0863, 1.4937], [-2.7083, -0.5942, 3.1830], [-3.0066, -2.2891, 2.7466], [-2.0631, -2.8276, -1.5226], [-3.1446, -1.7517, -4.0541], [-2.4308, 0.4925, -5.3666], [1.1909, 1.7430, -2.8115], [1.3855, 2.9885, -4.0556], [1.1396, 1.2949, -4.5174], [-0.9601, 3.2985, -1.9197], [-2.1964, 3.6159, -3.1386], [-0.5990, 4.3653, -3.2797], [-0.6495, 1.9164, -6.0175], [-0.5246, 3.6112, -5.5334], [-2.0831, 2.7890, -5.4363], [-2.7787, 2.2703, -0.6950], [-2.4443, 1.1044, -0.0557], [-2.6717, 1.3164, 1.2758], [-3.4211, 0.2215, -0.4304], [-0.0560, 3.1212, 2.0010], [-0.2350, 2.7046, 3.8460], [-1.4875, 2.4696, 4.4289], [-1.5955, 2.0475, 5.7504], [-0.4622, 1.8630, 6.5304], [0.7862, 2.1176, 5.9752], [0.8990, 2.5326, 4.6535], [-2.3750, 2.5975, 3.8226], [-2.5768, 1.8589, 6.1713], [-0.5495, 1.5296, 7.5574], [1.6816, 1.9838, 6.5719], [1.8762, 2.7056, 4.2189]],
  "mulliken_charge": [0.691, -0.279, 0.169, -0.863, -0.637, -0.225, 0.454, 1.243, -1.101, -0.405, -1.032, 0.434, 0.436, 0.441, 0.390, -1.440, 0.343, -1.654, 0.355, -0.882, -1.449, -1.031, 0.413, 0.282, 1.181, -1.651, 0.026, 0.964, -0.479, 0.081, -1.739, -0.721, -1.032, 0.754, 3.065, -1.473, -1.424, -2.530, 0.397, 0.259, 0.372, 0.847, 0.421, 0.533, -0.203, 0.473, 0.365, 0.423, 0.614, -1.179, 0.282, -0.031, 0.179, 0.371, 0.405, 1.073, 0.552, 0.612, 0.029, 0.389, 0.395, 0.040, 0.412, 0.449, 0.422, 0.472, 0.466, -0.193, 0.696, -0.197, -0.218, -0.255, -0.209, -0.229, -0.569, -0.421, -0.571, -0.225, 0.390, 0.364, 0.361, 0.370, 0.392]
}

=====

No. 4
{
  "formula": "C4H9NO2S",
  "method": "wB97M-V/def2-TZVPD",
  "homo_lumo_gap_ev": 9.826,
  "energy_ha": -761.0996,
  "spin_multiplicity": 1,
  "de_lowest_kcal_mol": 102.80,
  "species": ["C", "C", "C", "C", "N", "O", "O", "S", "H", "H", "H", "H", "H", "H", "H", "H", "H"],
  "coordinates": [[1.9551, 0.6347, -0.1524], [0.7502, 0.5504, 0.8918], [1.3984, -0.1095, -1.3525], [-2.6137, -0.9236, 0.6351], [-0.0195, -0.5493, 0.3680], [-1.5855, 1.4111, -0.3192], [0.6468, -1.1818, -0.7287], [-1.5280, -0.0120, -0.5322], [2.2724, 1.6547, -0.3074], [2.9878, 0.1607, 0.2499], [1.1723, 0.3232, 1.9094], [0.0232, 1.4406, 0.8616], [0.6981, 0.5251, -2.0082], [2.1863, -0.5270, -1.9492], [-3.5028, -0.2955, 0.8355], [-1.8757, -1.2317, 1.4759], [-2.9654, -1.8703, 0.1225]],
  "mulliken_charge": [-0.442, -0.452, -0.398, -0.766, -0.100, -0.590, -0.383, 0.533, 0.338, 0.240, 0.269, 0.291, 0.187, 0.389, 0.321, 0.267, 0.296]
}

=====

No. 5
{
  "formula": "C2H4N2OS",
  "method": "wB97M-V/def2-TZVPD",
  "homo_lumo_gap_ev": 8.979,
  "energy_ha": -661.4955,
  "spin_multiplicity": 1,
  "de_lowest_kcal_mol": 56.52,
  "smiles": "[H]/N=C(\\N)OC=S",
  "species": ["H", "N", "C", "N", "O", "C", "S", "H", "H", "H"],
  "coordinates": [[-0.2013, 2.2173, -1.9699], [0.1748, 1.2761, -1.6437], [-0.2168, 1.3254, -0.4056], [-0.6388, 2.4652, 0.1933], [-0.0044, 0.2377, 0.4068], [-0.0218, -1.0286, -0.1469], [0.3594, -2.3207, 0.7886], [-0.3175, 3.2838, -0.4079], [-0.4165, 2.7405, 1.2784], [-0.0998, -0.9809, -1.3042]],
  "mulliken_charge": [0.181, -0.647, 0.691, -0.530, -0.266, -0.069, -0.232, 0.247, 0.308, 0.317]
}

=====

No. 6
{
  "formula": "C6H10O",
  "method": "wB97M-V/def2-TZVPD",
  "homo_lumo_gap_ev": 10.759,
  "energy_ha": -309.8120,
  "spin_multiplicity": 1,
  "de_lowest_kcal_mol": 19.09,
  "smiles": "C[C@H]1C[C@H]1CC=O",
  "species": ["C", "C", "C", "C", "C", "C", "O", "H", "H", "H", "H", "H", "H", "H", "H", "H", "H"],
  "coordinates": [[1.5351, -0.5576, 0.8010], [1.1621, -0.2260, -0.6257], [-0.0077, -0.8899, -1.2915], [-0.0856, 0.5698, -0.9269], [-0.9475, 1.1308, 0.1957], [-1.7821, 0.1743, 1.0252], [-2.3014, -0.8475, 0.6420], [2.2509, -1.3871, 0.8397], [0.6591, -0.8534, 1.3898], [1.9902, 0.3037, 1.3046], [2.0169, -0.0073, -1.2639], [0.0709, -1.1434, -2.3457], [-0.6017, -1.5822, -0.7053], [0.0054, 1.2582, -1.7635], [-1.6924, 1.8202, -0.2342], [-0.3360, 1.7343, 0.8859], [-1.9364, 0.5032, 2.0727]],
  "mulliken_charge": [-1.349, 0.206, -0.670, -0.038, -0.716, -0.146, -0.482, 0.371, 0.252, 0.307, 0.383, 0.277, 0.197, 0.346, 0.449, 0.257, 0.356]
}

=====

No. 7
{
  "formula": "C2H6ClO2P",
  "method": "wB97M-V/def2-TZVPD",
  "homo_lumo_gap_ev": [7.828, 8.653],
  "energy_ha": -1031.7679,
  "spin_multiplicity": 1,
  "de_lowest_kcal_mol": 79.78,
  "species": ["C", "C", "O", "O", "P", "Cl", "H", "H", "H", "H", "H", "H"],
  "coordinates": [[1.3442, 0.4917, 1.5183], [-2.0056, -1.3463, -0.7989], [-0.0244, 2.0991, -0.7086], [1.1633, -0.0713, 0.2119], [0.2320, 0.6785, -0.9587], [1.3220, 0.3887, -2.5924], [0.6331, 1.2328, 1.6558], [2.2796, 0.9050, 1.4675], [1.2877, -0.1777, 2.3562], [-2.6593, -1.6036, -1.5810], [-1.2404, -1.9946, -0.4525], [-2.3321, -0.6023, -0.1175]],
  "mulliken_charge": [-0.625, -0.931, -0.510, -0.290, 0.682, -0.193, 0.309, 0.278, 0.273, 0.315, 0.345, 0.347]
}

=====

No. 8
{
  "formula": "C4H12NO2",
  "method": "wB97M-V/def2-TZVPD",
  "homo_lumo_gap_ev": 7.100,
  "energy_ha": -364.7081,
  "spin_multiplicity": 1,
  "de_lowest_kcal_mol": 92.47,
  "total_charge": -1,
  "species": ["C", "N", "C", "O", "C", "C", "H", "H", "H", "H", "H", "H", "H", "H", "H", "H", "H", "H", "O"],
  "coordinates": [[1.0804, -0.8551, -0.1231], [1.0227, -0.3931, 1.5683], [0.2326, 0.7690, 1.8067], [-1.1906, 0.6652, 1.6259], [1.1018, 0.3960, -1.0072], [-0.3084, 0.5363, -1.5764], [0.2410, -1.4453, -0.4970], [2.0045, -1.4224, -0.1223], [0.5019, -1.0755, 1.1089], [0.5172, 1.6774, 1.2447], [0.3810, 1.1033, 2.8423], [1.5656, 1.1952, -0.4383], [1.7583, 0.2758, -1.8770], [-0.9645, 0.2016, -0.7712], [-0.4870, -0.1542, -2.3994], [-0.5348, 1.5539, -1.8918], [-1.4177, -0.1853, 1.1970], [-2.9631, -1.8402, -0.2285], [-2.5409, -1.0025, -0.4613]],
  "mulliken_charge": [-0.563, -0.637, -0.162, -0.527, -0.687, -0.755, 0.396, 0.435, 0.357, 0.148, 0.272, 0.361, 0.315, 0.025, 0.307, 0.323, 0.321, 0.096, -1.027]
}